Density functional theory data (ωB97M-V with the def2-TZVPD basis set) for a cluster of 13 separate species, C13H52N26O13 in total.

The geometry in XYZ format:
```
104
Properties=species:S:1:pos:R:3:mulliken_charge:R:1
C 2.96 -2.07 -0.96 0.68
O 3.88 -1.24 -0.92 -0.83
N 2.69 -2.93 -0.01 -0.31
N 2.04 -1.94 -1.81 -0.08
H 2.20 -3.80 -0.13 0.16
H 3.14 -2.82 0.89 0.20
H 1.45 -2.73 -2.03 0.09
H 1.87 -1.10 -2.36 0.12
C 0.29 0.27 -0.22 -0.25
O 0.94 1.20 -0.81 -0.25
N -0.58 -0.45 -0.68 0.97
N 0.28 0.13 1.07 0.42
H -1.07 -1.12 -0.11 -0.44
H -0.83 -0.23 -1.64 -0.26
H 1.01 0.75 1.41 0.46
H 0.28 -0.85 1.31 -0.26
C 3.76 1.68 1.40 0.80
O 2.59 1.41 1.69 -1.09
N 4.38 1.13 0.36 -0.24
N 4.54 2.42 2.10 -0.36
H 5.32 1.24 0.01 0.20
H 3.93 0.38 -0.14 0.08
H 5.53 2.23 2.01 0.19
H 4.04 2.92 2.81 0.04
C 0.30 4.93 0.64 0.58
O 0.46 6.04 1.07 -0.66
N -0.70 4.11 0.91 -0.42
N 1.19 4.36 -0.20 -0.22
H -0.67 3.14 0.62 0.24
H -1.16 4.15 1.81 0.19
H 1.12 3.39 -0.49 0.10
H 1.94 4.95 -0.52 0.15
C -0.28 -5.12 -1.67 0.47
O -0.27 -6.10 -2.40 -0.78
N -0.49 -3.95 -2.15 -0.09
N -0.15 -5.11 -0.43 0.01
H -0.82 -4.08 -3.09 0.13
H -0.60 -3.16 -1.52 0.05
H -0.11 -6.03 -0.02 0.21
H -0.16 -4.34 0.22 -0.03
C -3.27 -1.44 1.99 0.53
O -2.87 -1.74 0.86 -0.66
N -4.42 -0.86 2.24 -0.41
N -2.61 -1.80 3.03 -0.27
H -4.95 -0.60 1.42 0.25
H -4.74 -0.84 3.20 0.16
H -2.96 -1.57 3.95 0.08
H -1.79 -2.37 2.91 0.14
C -2.43 1.47 4.87 0.63
O -2.99 2.50 5.26 -0.74
N -2.80 0.37 5.40 -0.35
N -1.68 1.41 3.88 -0.01
H -3.40 0.44 6.20 0.19
H -2.34 -0.52 5.27 0.23
H -1.71 2.26 3.34 0.00
H -1.23 0.56 3.55 0.07
C -3.74 -3.34 -2.57 0.71
O -3.32 -3.66 -3.71 -0.79
N -4.69 -3.97 -2.03 -0.39
N -3.38 -2.23 -2.03 -0.03
H -5.07 -4.74 -2.57 0.28
H -5.17 -3.59 -1.23 0.16
H -3.55 -2.00 -1.06 0.26
H -2.65 -1.84 -2.61 -0.18
C 3.73 2.63 -3.58 0.60
O 4.86 2.44 -3.13 -0.70
N 2.68 2.04 -3.10 -0.20
N 3.39 3.71 -4.20 -0.40
H 1.82 2.58 -3.11 0.18
H 2.84 1.55 -2.24 0.09
H 2.42 4.02 -4.17 0.19
H 4.16 4.32 -4.43 0.25
C -0.91 -0.63 -4.66 0.49
O -1.26 -0.31 -3.53 -0.46
N -1.40 -1.61 -5.37 -0.36
N -0.13 0.21 -5.36 -0.49
H -2.23 -2.09 -5.06 0.22
H -0.89 -1.91 -6.19 0.19
H -0.08 0.08 -6.36 0.15
H 0.48 0.81 -4.82 0.23
C 2.87 3.34 4.78 0.75
O 3.09 4.26 4.10 -0.66
N 2.99 3.42 6.02 -0.46
N 2.75 2.16 4.34 -0.35
H 3.27 2.60 6.54 0.19
H 3.20 4.38 6.26 0.27
H 2.48 1.57 5.12 0.22
H 2.56 2.05 3.35 0.33
C -3.67 2.69 -4.08 0.70
O -4.42 1.90 -4.60 -0.67
N -3.88 3.97 -4.07 -0.37
N -2.59 2.28 -3.43 -0.18
H -3.14 4.57 -3.73 0.15
H -4.75 4.34 -4.44 0.23
H -1.96 3.00 -3.11 0.11
H -2.54 1.29 -3.23 -0.01
C 0.70 -3.47 2.59 0.69
O -0.13 -3.11 1.81 -0.60
N 1.27 -4.67 2.57 -0.46
N 1.03 -2.75 3.60 -0.40
H 0.84 -5.40 2.01 0.20
H 1.88 -4.88 3.35 0.13
H 1.59 -3.14 4.34 0.18
H 0.67 -1.81 3.63 0.20
```

HOMO energy, Ha: -0.3365
LUMO level, eV: -0.765



Density functional theory data (ωB97M-V with the def2-TZVPD basis set) for a structure of composition C13H6BrCl3F2NO3Rh.

The geometry in XYZ format:
```
30
Properties=species:S:1:pos:R:3:mulliken_spin:R:1
Rh -0.32 0.95 -0.86 2.50
Br -3.59 1.18 -1.55 0.02
C -2.91 -0.58 -1.67 0.01
C -3.65 -1.62 -2.19 0.00
C -3.03 -2.86 -2.21 0.01
C -1.75 -3.03 -1.73 0.00
C -1.08 -1.92 -1.25 0.01
N -1.68 -0.73 -1.23 0.03
C 0.35 -1.96 -0.70 0.00
O 0.83 -3.08 -0.55 0.01
O 0.92 -0.83 -0.50 0.11
H -4.65 -1.47 -2.56 0.00
H -3.57 -3.71 -2.61 0.00
H -1.24 -3.98 -1.71 0.00
Cl 3.06 0.01 5.42 0.05
C 2.51 0.66 3.94 0.29
C 1.19 0.40 3.53 -0.07
C 0.76 0.92 2.35 0.18
Cl -0.87 0.68 1.83 0.06
C 1.63 1.72 1.49 0.07
O 1.27 2.14 0.39 0.32
C 2.97 1.97 2.00 0.20
Cl 4.01 2.92 1.04 0.04
C 3.39 1.45 3.19 -0.09
H 0.54 -0.20 4.15 0.00
H 4.40 1.62 3.54 0.00
F -0.49 3.39 -2.59 0.02
C 0.15 2.17 -2.56 0.21
F -0.35 1.44 -3.63 0.03
H 1.20 2.36 -2.78 0.02
```

HOMO energy (spin up / spin down), Ha: -0.2810 / -0.3380
LUMO level (spin up / spin down), eV: -0.064 / -3.097
Multiplicity: 5



Density functional theory data (ωB97M-V with the def2-TZVPD basis set) for a structure of composition C13H7CuN3O5.

The geometry in XYZ format:
```
29
Properties=species:S:1:pos:R:3:mulliken_spin:R:1
Cu 1.00 -0.25 -0.76 0.63
O -1.02 4.99 0.64 0.00
C -0.21 4.00 0.16 0.00
C 0.81 3.38 0.92 0.01
C 1.28 2.15 0.55 0.00
N 1.05 1.65 -0.66 0.09
C 0.15 2.23 -1.41 0.00
C -0.43 3.52 -1.17 0.01
C -0.21 1.43 -2.59 0.01
O -0.92 1.84 -3.52 0.01
O 0.07 0.18 -2.35 0.11
C 2.00 1.19 1.44 0.01
O 2.39 1.56 2.60 0.01
O 2.16 0.03 0.88 0.07
H -0.76 5.29 1.54 0.00
H 0.95 3.83 1.92 0.00
H -1.29 3.81 -1.83 0.00
N -2.38 -5.73 2.02 0.00
C -1.77 -4.97 1.35 0.00
C -0.98 -4.00 0.62 0.00
C 0.17 -3.59 1.24 0.00
C 0.91 -2.63 0.54 0.00
N 0.46 -2.09 -0.59 0.05
C -0.74 -2.41 -1.10 0.00
C -1.42 -3.49 -0.61 0.00
H 0.33 -3.75 2.31 0.00
H 1.86 -2.32 0.92 0.00
H -1.17 -1.93 -2.03 0.00
H -2.29 -3.93 -1.06 0.00
```

HOMO energy (spin up / spin down), Ha: -0.3521 / -0.3595
LUMO level (spin up / spin down), eV: -1.379 / -1.468
Multiplicity: 2



Density functional theory data (ωB97M-V with the def2-TZVPD basis set) for a structure of composition C13H8AsNO11PtS.

The geometry in XYZ format:
```
36
Properties=species:S:1:pos:R:3:mulliken_spin:R:1
Pt -0.07 -0.01 -0.11 1.46
O -5.14 3.70 0.29 0.00
C -4.02 2.92 0.20 -0.01
C -2.77 3.48 -0.02 0.00
C -1.68 2.63 -0.11 0.01
N -1.81 1.31 0.02 0.10
C -3.01 0.78 0.23 0.00
C -4.15 1.55 0.32 0.00
C -3.02 -0.74 0.36 0.01
O -4.10 -1.29 0.57 0.01
O -1.88 -1.26 0.23 0.10
C -0.27 3.14 -0.42 -0.02
O -0.11 4.37 -0.43 0.01
O 0.54 2.23 -0.68 0.11
H -4.88 4.62 0.17 0.00
H -2.59 4.54 -0.13 0.00
H -5.10 1.07 0.49 0.00
O 3.57 -1.61 -1.72 0.00
As 2.69 -0.10 -1.64 0.00
O 3.66 1.10 -2.15 0.00
O 1.98 0.01 -0.08 0.16
C 1.20 -0.35 -2.88 0.01
C 1.04 0.72 -3.76 -0.01
C -0.04 0.76 -4.63 0.00
C -0.97 -0.26 -4.63 0.00
C -0.82 -1.34 -3.76 0.00
C 0.26 -1.39 -2.89 0.00
S 0.41 -2.85 -1.86 0.00
O 1.64 -3.48 -2.33 0.00
O -0.79 -3.62 -2.07 0.00
O 0.58 -2.33 -0.49 0.04
H 2.95 -2.37 -1.78 0.00
H 1.76 1.52 -3.72 0.00
H -0.16 1.61 -5.30 0.00
H -1.83 -0.22 -5.29 0.00
H -1.54 -2.14 -3.74 0.00
```

HOMO energy (spin up / spin down), Ha: -0.1022 / -0.1162
Net charge: -2
LUMO level (spin up / spin down), eV: 4.106 / 4.104
Multiplicity: 3



Density functional theory data (ωB97M-V with the def2-TZVPD basis set) for a structure of composition C13H8N3O10SSe4Ta.

The geometry in XYZ format:
```
40
Properties=species:S:1:pos:R:3:mulliken_charge:R:1
Ta 0.28 0.17 -2.01 1.59
O 2.98 -0.04 -2.01 -0.56
C 2.46 -1.13 -2.21 0.23
O 1.43 -1.22 -3.01 -0.45
C 2.58 -2.26 -1.25 1.20
C 3.50 -3.27 -1.17 -0.88
C 3.32 -4.22 -0.17 -0.30
C 2.27 -4.17 0.71 -0.47
C 1.36 -3.12 0.62 -0.44
C 1.50 -2.13 -0.35 1.00
O 0.68 -1.10 -0.50 -0.92
N 0.23 -3.13 1.56 1.16
O -0.38 -2.10 1.74 -0.58
O -0.03 -4.19 2.09 -0.64
N 4.29 -5.32 -0.05 1.04
O 4.09 -6.15 0.81 -0.61
O 5.22 -5.33 -0.83 -0.62
H 4.33 -3.35 -1.85 0.61
H 2.14 -4.93 1.47 0.65
Se 1.63 2.31 -1.76 -0.06
Se -0.14 3.81 -1.30 -0.14
Se -1.66 2.23 -2.03 -0.05
Se -1.60 0.59 -0.39 -0.09
N -2.72 -4.55 0.66 -0.42
C -2.49 -3.86 -0.49 0.74
C -3.43 -2.92 -0.95 -0.82
C -3.19 -2.20 -2.10 -0.60
C -2.01 -2.40 -2.81 -0.33
C -1.08 -3.35 -2.38 -0.28
C -1.32 -4.07 -1.24 -0.46
S -1.67 -1.39 -4.20 1.40
O -0.78 -2.06 -5.09 -0.64
O -2.89 -0.81 -4.67 -0.70
O -0.86 -0.19 -3.52 -0.72
H -3.57 -4.42 1.17 0.17
H -2.04 -5.18 1.04 0.21
H -4.34 -2.76 -0.39 0.32
H -3.91 -1.47 -2.45 0.49
H -0.18 -3.51 -2.97 0.49
H -0.62 -4.83 -0.91 0.50
```

HOMO energy, Ha: -0.3226
LUMO level, eV: -1.518



Density functional theory data (ωB97M-V with the def2-TZVPD basis set) for a structure of composition C13H9AlCl37O2.

The geometry in XYZ format:
```
62
Properties=species:S:1:pos:R:3:mulliken_charge:R:1
O 3.10 3.01 -3.81 -0.54
C 2.29 2.44 -3.17 0.17
O 0.98 2.27 -3.65 -0.26
C 2.47 1.79 -1.83 0.37
C 3.63 0.78 -1.80 0.15
C 5.04 1.39 -1.80 -1.02
Al 5.39 2.77 -0.37 0.31
Cl 5.82 4.75 -1.30 -0.46
H 0.52 3.12 -3.61 0.22
H 1.53 1.30 -1.56 -0.22
H 2.63 2.57 -1.07 0.21
H 3.53 0.19 -0.89 -0.13
H 3.46 0.09 -2.64 0.08
H 5.31 1.76 -2.79 0.39
H 5.75 0.58 -1.56 0.42
H 4.11 2.90 0.64 -0.28
H 6.71 2.37 0.49 -0.31
C 1.80 -1.20 1.41 0.06
Cl 2.71 -2.71 1.29 -0.12
Cl 2.89 0.15 1.67 0.01
Cl 0.93 -0.92 -0.10 0.12
Cl 0.64 -1.32 2.74 -0.07
C -3.24 0.91 2.94 0.09
Cl -2.87 0.10 4.47 0.03
Cl -4.95 0.69 2.55 -0.09
Cl -2.88 2.63 3.08 -0.12
Cl -2.23 0.20 1.69 0.16
C 5.51 0.73 5.01 0.30
Cl 5.49 1.89 3.69 -0.04
Cl 4.70 -0.75 4.49 -0.08
Cl 7.18 0.36 5.45 -0.12
Cl 4.67 1.39 6.42 -0.10
C -1.11 1.12 8.09 0.32
Cl -1.54 -0.48 7.45 -0.09
Cl -2.27 2.31 7.49 -0.09
Cl -1.17 1.08 9.85 -0.11
Cl 0.51 1.55 7.55 -0.05
C 0.14 -0.96 -5.24 0.22
Cl 1.12 -1.23 -3.80 -0.03
Cl -1.49 -0.43 -4.75 -0.07
Cl 0.88 0.27 -6.25 -0.08
Cl -0.03 -2.48 -6.13 -0.08
C -2.46 -3.59 -0.98 0.14
Cl -2.06 -2.50 -2.32 0.07
Cl -1.07 -3.69 0.10 -0.06
Cl -3.85 -2.94 -0.10 -0.05
Cl -2.86 -5.19 -1.60 -0.11
C -5.83 -3.10 4.83 0.26
Cl -5.97 -1.50 5.54 -0.07
Cl -7.44 -3.78 4.57 -0.11
Cl -4.98 -2.96 3.29 0.00
Cl -4.91 -4.16 5.91 -0.10
C -3.45 2.83 -2.52 0.25
Cl -4.17 4.02 -1.44 -0.11
Cl -2.72 3.67 -3.90 -0.11
Cl -2.24 1.90 -1.66 0.05
Cl -4.72 1.74 -3.12 -0.11
C -3.75 -3.53 -7.47 0.30
Cl -3.56 -1.78 -7.53 -0.06
Cl -2.79 -4.27 -8.76 -0.10
Cl -3.21 -4.14 -5.91 -0.04
Cl -5.45 -3.95 -7.71 -0.11
```

HOMO energy, Ha: -0.1933
Net charge: -1
LUMO level, eV: 1.303



Density functional theory data (ωB97M-V with the def2-TZVPD basis set) for a structure of composition C13H9BiCl5N3OSSe.

The geometry in XYZ format:
```
34
Properties=species:S:1:pos:R:3:mulliken_charge:R:1
Bi 0.13 -0.02 0.22 1.36
N -0.48 -4.24 1.08 -0.36
C -0.14 -3.04 0.63 0.68
O -0.07 -2.08 1.40 -0.67
C 0.13 -2.91 -0.84 -0.42
C -0.43 -1.59 -1.34 -1.36
H -0.66 -4.39 2.07 0.26
H -0.50 -5.04 0.47 0.20
H -0.28 -3.77 -1.38 0.45
H 1.21 -2.92 -0.96 0.19
H -1.51 -1.64 -1.40 0.47
H -0.03 -1.35 -2.32 0.47
Cl 0.94 1.83 -1.89 -0.24
C 2.38 0.95 -1.55 0.77
C 2.25 -0.09 -0.64 -1.08
C 3.37 -0.84 -0.33 0.72
Cl 3.23 -2.13 0.78 -0.19
C 4.61 -0.55 -0.92 -0.16
Cl 5.98 -1.50 -0.54 -0.18
C 4.71 0.52 -1.82 0.65
Cl 6.24 0.91 -2.50 -0.17
C 3.59 1.28 -2.15 -0.42
Cl 3.70 2.57 -3.26 -0.19
S -4.82 1.24 1.19 -0.12
C -4.63 1.23 -0.52 -0.27
C -3.38 0.79 -0.85 -0.71
N -2.61 0.46 0.20 0.00
C -3.21 0.64 1.33 -0.23
H -5.42 1.54 -1.17 0.42
H -2.97 0.71 -1.84 0.39
H -2.76 0.45 2.28 0.41
Se 0.65 1.95 2.37 -0.10
C 1.12 3.00 3.76 -0.06
N 1.41 3.67 4.65 -0.53
```

HOMO energy, Ha: -0.2654
LUMO level, eV: -0.443



Density functional theory data (ωB97M-V with the def2-TZVPD basis set) for the ion C13H9ClNO with charge +1.

The geometry in XYZ format:
```
25
Properties=species:S:1:pos:R:3:mulliken_charge:R:1
Cl -0.38 -3.59 -0.49 -0.22
O 0.25 2.71 -1.95 -0.50
C 1.41 -1.19 -2.99 -0.60
C -2.76 0.05 2.45 -0.48
C 0.95 -2.28 -2.34 -0.68
C -2.65 -1.20 2.02 -0.60
C 0.89 0.06 -2.74 -0.62
C -0.40 1.67 -1.42 0.37
C -2.33 1.02 1.58 -0.49
C -1.14 1.82 -0.27 -0.84
C -0.02 -2.11 -1.28 0.73
C -2.09 -1.56 0.79 -0.26
C -0.06 0.32 -1.74 0.74
C -1.68 0.75 0.44 1.08
C -0.60 -0.80 -0.98 -0.18
N -1.46 -0.55 0.06 0.07
H -0.21 3.54 -1.91 0.37
H 2.31 -1.23 -3.56 0.38
H -3.14 0.33 3.41 0.46
H 1.31 -3.31 -2.40 0.42
H -3.14 -1.97 2.60 0.38
H 1.34 0.84 -3.36 0.37
H -2.43 2.14 1.82 0.26
H -1.21 2.75 0.19 0.42
H -2.10 -2.64 0.63 0.41
```

SMILES: Oc1cc2cccc[n+]2c2c(Cl)cccc12
HOMO energy, Ha: -0.4450
Net charge: +1
LUMO level, eV: -4.459



Density functional theory data (ωB97M-V with the def2-TZVPD basis set) for a structure of composition C13H9CrF12O17S4.

The geometry in XYZ format:
```
56
Properties=species:S:1:pos:R:3:mulliken_spin:R:1
Cr 0.15 0.19 -0.30 2.88
C 2.57 0.69 -4.10 0.00
C 1.21 -0.02 -3.59 -0.02
C 1.02 -1.44 -3.94 0.00
O 0.84 0.16 -2.22 0.08
H 2.79 0.56 -5.16 0.00
H 3.41 0.49 -3.43 0.00
H 2.30 1.74 -4.01 0.00
H 0.40 0.40 -4.18 0.01
H 1.66 -2.02 -3.28 0.00
H 1.28 -1.59 -4.99 0.00
H -0.03 -1.75 -3.89 0.00
C -1.62 -1.36 3.02 0.01
C -2.40 -1.82 4.15 0.00
C -2.56 -0.76 5.36 0.00
O -2.79 -1.11 6.56 0.00
C -2.38 0.70 5.10 0.00
C -1.71 1.08 3.95 0.00
C -1.30 0.00 2.93 0.00
O -0.77 0.34 1.75 -0.03
O -1.32 2.32 3.90 0.00
O -2.86 -2.93 4.21 0.01
H -1.32 -2.01 2.20 0.00
H -2.59 1.34 5.94 0.00
C 0.99 -3.83 1.84 0.00
F 0.31 -3.22 2.71 0.00
F 1.82 -4.70 2.45 0.00
F 0.05 -4.41 1.11 0.00
S 2.07 -2.60 0.68 0.00
O 2.77 -3.44 -0.22 0.00
O 1.19 -1.60 0.13 0.01
O 3.06 -2.01 1.55 0.00
C -0.09 4.18 -2.42 0.00
F 0.33 3.51 -3.54 0.00
F 0.86 4.39 -1.45 0.00
F -0.66 5.24 -2.82 0.00
S -1.36 2.95 -1.55 0.00
O -2.27 3.78 -0.69 0.00
O -2.11 2.34 -2.66 0.00
O -0.64 1.98 -0.73 0.03
C 2.79 2.92 2.30 0.00
F 1.68 2.67 2.99 0.00
F 2.54 4.03 1.59 0.00
F 3.77 2.99 3.15 0.00
S 3.14 1.44 1.06 0.00
O 3.83 2.06 -0.09 0.00
O 3.99 0.43 1.75 0.00
O 1.82 0.99 0.65 -0.01
C -3.32 -1.60 -2.61 0.00
F -4.61 -1.91 -2.81 0.00
F -2.51 -2.30 -3.33 0.00
F -3.13 -0.34 -3.00 0.00
S -2.68 -1.77 -0.79 0.00
O -1.53 -0.85 -0.63 0.00
O -3.79 -1.31 0.07 0.00
O -2.29 -3.19 -0.68 0.00
```

HOMO energy (spin up / spin down), Ha: 0.1237 / 0.1238
Net charge: -4
LUMO level (spin up / spin down), eV: 7.807 / 7.806
Multiplicity: 4



Density functional theory data (ωB97M-V with the def2-TZVPD basis set) for the molecule C13H9FN2S.

The geometry in XYZ format:
```
26
Properties=species:S:1:pos:R:3:mulliken_charge:R:1
F -1.72 0.28 3.09 -0.32
N 0.65 -1.76 0.60 -0.68
S -0.66 -0.37 -1.97 -0.33
C -0.51 -1.37 1.03 0.69
C 3.72 -0.39 -0.83 -0.38
C 3.28 0.31 -1.95 -0.63
C -3.01 2.10 0.14 -0.58
C -2.75 1.67 1.46 -0.50
C 2.84 -1.02 0.02 -0.66
C 1.94 0.28 -2.27 -0.40
C -2.33 1.46 -0.90 -0.49
C -1.92 0.58 1.77 0.11
C 1.47 -1.01 -0.27 0.57
C 0.99 -0.35 -1.43 0.32
C -1.49 0.35 -0.60 0.60
C -1.32 -0.12 0.73 -0.06
N -1.07 -2.23 1.91 -0.47
H 4.79 -0.46 -0.65 0.35
H 3.98 0.79 -2.62 0.37
H -3.67 2.91 -0.09 0.44
H -3.28 2.18 2.27 0.39
H 3.25 -1.54 0.88 0.39
H 1.60 0.73 -3.21 0.36
H -2.50 1.77 -1.93 0.38
H -1.85 -1.87 2.47 0.24
H -0.43 -2.92 2.34 0.28
```

SMILES: NC1=Nc2ccccc2Sc2cccc(F)c21
HOMO energy, Ha: -0.2969
LUMO level, eV: 0.297



| no. | largest force on an atom (eV/A) |
| --- | --- |
| 1 | 9.66 |
| 2 | 0.59 |
| 3 | 4.01 |
| 4 | 0.56 |
| 5 | 0.44 |
| 6 | 1.00 |
| 7 | 0.90 |
| 8 | 4.57 |
| 9 | 5.79 |
| 10 | 2.70 |